(1)
Formula: C32H57Br20ClFNO2S
Source: the Open Molecules 2025 dataset
Level of theory: ωB97M-V/def2-TZVPD

```
115
C32H57Br20ClFNO2S ωB97M-V/def2-TZVPD
C 1.90615 -2.73157 -0.42915
C 2.32585 -1.78417 -1.56237
Cl 0.83177 -1.06964 -2.26466
C 3.32675 -0.65364 -1.06825
N 2.70012 0.67547 -1.14680
C 2.43950 1.33056 0.14730
C 1.06462 2.04674 0.16374
C -0.04524 1.11779 0.69479
C -1.23973 0.92216 -0.22128
C -1.60258 1.78739 -1.24184
C -2.68685 1.55172 -2.08520
C -3.44303 0.40358 -1.89350
C -3.10444 -0.44824 -0.85156
C -2.02424 -0.21704 -0.01708
S 3.44688 1.64261 -2.22280
O 3.97034 0.87758 -3.30143
O 4.34247 2.57421 -1.62735
F 2.24426 2.45309 -2.78296
H 0.83086 -2.74180 -0.26420
H 2.37398 -2.48174 0.52522
H 2.21134 -3.75661 -0.65132
H 2.80706 -2.34615 -2.35841
H 4.25926 -0.72261 -1.62084
H 3.54900 -0.92405 -0.03277
H 3.19692 2.06782 0.42241
H 2.40399 0.60023 0.94862
H 0.88456 2.37747 -0.85587
H 1.15537 2.92893 0.79947
H 0.39532 0.11895 0.79993
H -0.37600 1.39404 1.69693
H -1.01892 2.68758 -1.39719
H -2.87514 2.27124 -2.87139
H -4.27319 0.20133 -2.55802
H -3.71306 -1.32992 -0.68676
H -1.81920 -0.92837 0.77519
Br -1.97986 0.72730 3.61689
C -2.24849 1.97619 5.08096
C -2.21323 3.38946 4.56698
Br -0.39234 3.96221 4.19340
H -1.48518 1.77385 5.82539
H -3.22692 1.73969 5.49402
H -2.58321 4.08640 5.31742
H -2.77931 3.51523 3.64887
Br -1.52022 -2.71070 -5.59700
C 0.12316 -1.78442 -6.02708
C 0.55530 -2.14607 -7.46016
Br 1.36616 -3.92971 -7.50546
H 0.82531 -2.04604 -5.25562
H -0.11194 -0.72432 -5.94850
H 1.31039 -1.48892 -7.83535
H -0.28056 -2.14410 -8.15748
Br 0.67838 6.21637 7.10911
C 0.86764 7.75586 5.93377
C -0.44734 8.46152 5.72571
Br -1.58932 7.48318 4.49132
H 1.30188 7.39367 5.00728
H 1.57694 8.41189 6.43381
H -0.28991 9.43324 5.26252
H -1.00990 8.58763 6.64491
Br -6.28333 -2.31179 0.32175
C -5.72776 -4.17183 0.21168
C -5.00177 -4.60396 1.45753
Br -3.18344 -3.91026 1.50253
H -5.12111 -4.26749 -0.68331
H -6.64670 -4.74086 0.08784
H -4.89717 -5.68658 1.48084
H -5.48970 -4.26708 2.36632
Br 3.97049 -0.91508 2.45802
C 4.12639 -2.29265 3.82530
C 3.26650 -3.48460 3.50424
Br 1.38444 -3.12949 3.85932
H 3.86761 -1.82488 4.77032
H 5.17808 -2.57369 3.83568
H 3.52978 -4.32253 4.14337
H 3.33642 -3.78770 2.46385
Br -4.52821 6.94109 1.31067
C -2.79656 7.62282 0.74729
C -2.41494 7.08053 -0.60402
Br -1.82826 5.22785 -0.48680
H -2.08557 7.36238 1.52468
H -2.90700 8.70464 0.70905
H -1.56726 7.62870 -1.01005
H -3.23598 7.10496 -1.31345
Br 5.13885 1.00003 -7.63304
C 5.40845 -0.29643 -6.20584
C 4.68418 -1.58611 -6.49117
Br 2.76790 -1.42674 -6.17566
H 5.08088 0.17583 -5.28498
H 6.48363 -0.46099 -6.16757
H 5.02101 -2.36842 -5.81318
H 4.80396 -1.92256 -7.51668
Br 6.32957 -5.57589 5.85976
C 5.15905 -4.80894 7.21186
C 4.05290 -5.75523 7.59616
Br 2.67537 -5.82375 6.22584
H 4.78654 -3.87269 6.80794
H 5.80059 -4.60433 8.06613
H 3.55127 -5.40399 8.49527
H 4.39684 -6.77299 7.74859
Br -0.38347 -6.99332 -5.17824
C 0.84826 -8.29888 -5.92689
C 2.27834 -7.93782 -5.62802
Br 2.89014 -6.47896 -6.76096
H 0.64246 -8.35348 -6.99108
H 0.58894 -9.24578 -5.45790
H 2.93888 -8.77397 -5.84863
H 2.42652 -7.62180 -4.60054
Br -7.77599 4.43842 2.42282
C -8.42816 4.75885 0.61752
C -7.90415 3.73489 -0.35398
Br -6.04604 4.07489 -0.80664
H -8.13912 5.77158 0.35528
H -9.51213 4.69779 0.68881
H -8.44788 3.79260 -1.29466
H -7.95472 2.72134 0.03072
```

orbital gap = 0.3165 Eh

Atomic partial charges in e from the Mulliken method, atoms 1 to 99: -0.87 0.34 -0.17 -0.20 0.52 -1.25 -0.63 0.17 0.73 -0.11 -1.07 -0.88 -0.21 -0.23 1.14 -0.57 -0.70 -0.23 0.32 -0.14 0.38 0.39 0.52 -0.59 0.44 0.18 0.24 0.43 0.16 -0.54 0.45 0.53 0.54 0.17 0.39 -0.07 -0.57 -0.72 -0.13 0.36 0.37 0.38 0.41 -0.15 -0.73 -0.90 -0.03 0.32 0.40 0.58 0.47 -0.14 -0.61 -0.57 -0.09 0.36 0.35 0.33 0.36 -0.12 -0.63 -0.57 -0.09 0.37 0.37 0.32 0.37 -0.05 -0.58 -0.26 -0.06 0.37 0.37 0.03 0.32 -0.08 -0.47 -0.65 0.00 0.21 0.33 0.37 0.39 -0.16 -0.15 -0.72 0.03 0.01 0.39 0.39 0.37 -0.13 -0.54 -0.55 -0.11 0.26 0.38 0.35 0.38


(2)
Formula: C32H57N9O4P2RbS2
Source: the Open Molecules 2025 dataset
Level of theory: ωB97M-V/def2-TZVPD

```
107
C32H57N9O4P2RbS2 ωB97M-V/def2-TZVPD
Rb 0.66772 0.52012 -0.65359
C -4.02260 3.20298 6.66364
C -3.51327 2.76827 5.31450
C -4.26593 2.97808 4.16284
C -3.78156 2.60185 2.91753
C -2.53978 1.99432 2.81601
C -1.76656 1.78530 3.95217
C -2.26007 2.17398 5.18920
S -1.91392 1.49781 1.21847
O -3.08416 1.32806 0.35145
O -1.23870 0.22152 1.49395
N -1.02574 2.61961 0.65363
C 0.00408 3.23489 1.50464
C 1.24849 2.37354 1.86372
O 1.33378 1.94456 3.03186
O 2.07853 2.17551 0.92872
H -5.09321 3.40788 6.63444
H -3.51850 4.11336 6.99663
H -3.84288 2.43706 7.41990
H -5.24397 3.44112 4.24203
H -4.36497 2.75622 2.01856
H -0.77528 1.35660 3.85166
H -1.65213 2.01966 6.07464
H -0.42617 3.60632 2.44276
H 0.36968 4.10059 0.94627
N -1.68397 1.46563 -2.57106
C -2.48778 0.35398 -3.07006
C -2.23867 -0.92116 -2.28054
N -0.91905 -1.50714 -2.52931
H -1.97667 1.69604 -1.62095
H -1.85838 2.29914 -3.11951
H -2.23378 0.18368 -4.12340
H -3.56773 0.55691 -3.02989
H -3.05734 -1.62323 -2.48975
H -2.29836 -0.68866 -1.21405
H -0.87293 -1.89038 -3.46656
H -0.78462 -2.28044 -1.88285
C 4.65675 -2.30169 1.42153
P 3.20195 -1.58285 0.54832
C 2.11304 -1.20919 1.97375
C 2.41258 -3.12086 -0.10180
C 1.94069 -4.10892 0.75707
C 1.26637 -5.22021 0.27905
C 1.05782 -5.35409 -1.08376
C 1.53087 -4.38493 -1.95660
C 2.21238 -3.26153 -1.48691
P 2.75958 -1.90762 -2.61089
C 2.38008 -2.61752 -4.26824
C 4.58140 -2.20971 -2.63189
H 4.36526 -3.10077 2.10665
H 5.14092 -1.50660 1.99076
H 5.37446 -2.69662 0.70116
H 2.24008 -1.91613 2.79715
H 1.07467 -1.25554 1.64042
H 2.29265 -0.18955 2.32871
H 2.07133 -3.99132 1.82660
H 0.87677 -5.95810 0.96828
H 0.51268 -6.20620 -1.47089
H 1.34886 -4.50917 -3.01588
H 1.30165 -2.65652 -4.42453
H 2.80719 -3.61043 -4.42673
H 2.79472 -1.93601 -5.01366
H 4.82124 -3.26358 -2.78679
H 5.01975 -1.87149 -1.69350
H 5.02224 -1.61994 -3.43912
C -1.14769 -2.53848 3.66365
N -2.51925 -2.44042 3.21805
C -3.49780 -2.82699 4.21689
C -2.81355 -2.50280 1.88310
S -1.76678 -3.23784 0.78521
N -4.02048 -1.99475 1.54462
C -4.57938 -2.16862 0.21979
C -4.65497 -0.92109 2.29935
H -1.09181 -2.12648 4.67311
H -0.52021 -1.94327 3.01373
H -0.78928 -3.57503 3.67284
H -3.15555 -3.73518 4.72583
H -4.45578 -3.04327 3.75352
H -3.63786 -2.04400 4.96791
H -4.13175 -3.03335 -0.25976
H -4.39056 -1.27768 -0.38291
H -5.65969 -2.30947 0.31203
H -3.97392 -0.53483 3.05049
H -5.58058 -1.25705 2.77845
H -4.87772 -0.10748 1.60976
C 3.22798 2.59807 -2.05541
N 3.96099 3.65889 -2.76335
C 4.47443 3.10779 -4.01460
N 3.41272 2.57855 -4.88051
C 2.69516 1.54419 -4.12052
N 2.13392 2.05917 -2.87731
C 1.22114 3.15714 -3.20134
N 1.90088 4.24087 -3.92654
C 3.00662 4.71998 -3.08905
C 2.47192 3.67223 -5.14755
H 2.82069 2.97787 -1.11649
H 3.91907 1.78687 -1.81250
H 5.17385 2.30049 -3.78431
H 5.00990 3.89160 -4.55778
H 3.38791 0.73314 -3.88424
H 1.88654 1.14408 -4.73838
H 0.79546 3.55050 -2.27568
H 0.40966 2.76661 -3.81685
H 2.59737 5.12125 -2.16044
H 3.52988 5.51945 -3.62116
H 2.99664 4.46037 -5.69450
H 1.66025 3.29241 -5.77306
```

orbital gap = 0.2386 Eh
net charge = -1
relative energy (zero: lowest compared OMol25 entry of this formula, charge and spin) = 0.0505 eV

Atomic partial charges in e from the Mulliken method, atoms 1 to 99: 0.85 -1.55 1.16 -0.84 -0.64 -0.79 0.01 -0.97 1.22 -0.85 0.15 -0.49 -0.50 0.35 -0.76 -0.59 0.37 0.28 0.35 0.30 0.47 0.34 0.39 0.33 0.38 0.00 -1.02 0.50 -0.10 -0.19 0.29 0.37 0.36 0.38 -0.53 0.20 -0.08 -1.51 0.66 -0.70 0.02 -0.25 -0.88 -0.62 -0.59 0.28 1.48 -1.67 -1.45 0.37 0.46 0.37 0.50 -0.26 0.36 0.21 0.35 0.37 0.29 0.32 0.42 0.42 0.36 0.31 0.49 -0.91 0.46 -1.26 0.08 -0.13 0.18 -1.10 -1.47 0.41 -0.03 0.29 0.44 0.39 0.30 0.37 0.26 0.39 0.45 0.35 0.47 -0.50 0.11 -0.70 0.09 -0.55 0.43 -0.39 0.11 -0.64 -0.66 0.22 0.03 0.32 0.35


Energy, respectively: -1466618.3075, -96616.6526 eV.
HOMO energy, respectively: -8.353, -4.461 eV.